Entry 1:
20
Properties=species:S:1:pos:R:3 method="wB97M-V/def2-TZVPD" mol_weight_g_mol=88.17 de_lowest_kcal_mol=31.4 charge=+1 homo_lumo_gap_ev=8.52
N 0.74 1.60 3.33
C 1.02 0.72 2.46
C -0.48 -1.00 -1.82
C -0.25 -0.01 -0.68
C -0.16 1.44 -1.13
C -0.61 -2.43 -1.34
H 0.25 2.46 3.07
H 0.19 -2.67 -0.64
H 0.32 -0.88 -2.55
H 0.67 1.59 -1.81
H 1.54 -0.17 2.80
H -1.06 -0.13 0.05
H 0.92 1.45 4.32
H -1.07 1.76 -1.64
H -1.39 -0.69 -2.35
H -0.52 -3.14 -2.16
H -1.55 -2.59 -0.82
H 0.78 0.88 1.41
H -0.03 2.12 -0.28
H 0.68 -0.33 -0.22



Entry 2:
105
Properties=species:S:1:pos:R:3 method="wB97M-V/def2-TZVPD" mol_weight_g_mol=1098.88 de_lowest_kcal_mol=32.4 charge=-1 homo_lumo_gap_ev=6.23
Bi -0.01 0.46 -0.39
Te -0.05 -3.53 -7.17
S -1.36 0.09 -2.67
S -3.08 6.43 1.19
S -2.24 -0.38 0.58
Si 2.66 1.39 1.70
Si 2.08 -1.58 1.49
Si 0.40 0.24 3.40
O -3.79 5.99 0.02
O 1.38 -2.06 0.04
O -3.44 7.68 1.81
O -0.82 2.52 0.07
O 0.48 2.99 -1.70
N -1.43 6.55 0.83
C -3.99 -2.19 -0.36
C -0.97 4.64 -0.70
C -3.61 3.51 4.63
C -3.83 2.49 5.73
C 1.86 -2.96 2.72
C -2.74 5.64 3.76
C -3.98 3.18 3.33
C -0.63 5.37 0.57
C 2.20 -1.75 -6.40
C 1.43 0.03 1.95
C -0.87 -1.16 3.65
C -0.51 -6.44 -6.29
C 0.50 -5.54 -6.65
C -0.29 -7.81 -6.24
C -2.98 4.77 4.81
C 4.16 1.22 2.72
C 1.79 -6.09 -6.78
C -2.94 -2.17 -3.09
C 2.74 -1.05 -4.17
C 0.72 -2.24 -4.56
C 3.94 -1.59 1.14
C 3.08 -1.07 -5.54
C -2.91 -1.22 -0.78
C -3.16 5.24 2.49
C -3.75 3.99 2.26
C 2.00 -7.46 -6.70
C -0.69 1.84 3.48
C 1.12 -2.40 -5.90
C -0.34 3.31 -0.83
C -2.46 -1.18 -2.08
C 1.53 -1.54 -3.73
C 3.25 1.63 -0.16
C 0.96 -8.34 -6.52
C 2.09 3.12 2.08
C 1.33 0.36 5.10
C 1.41 -3.29 -0.46
H 2.98 -7.81 -6.81
H -1.90 -0.70 3.64
H 3.29 -0.43 -3.45
H 1.04 -3.63 2.72
H 1.70 1.38 5.22
H -3.94 -3.15 -0.84
H -0.15 2.73 3.76
H 2.45 2.17 -0.72
H -1.15 2.02 2.48
H 4.04 0.59 3.63
H 0.86 -3.30 -1.39
H 4.17 2.16 -0.19
H 2.85 3.79 1.77
H -2.65 4.99 5.83
H -4.01 -2.15 -3.18
H -3.04 1.74 5.56
H 0.42 5.68 0.52
H -1.12 -8.45 -6.09
H 4.00 -0.85 0.37
H 4.27 2.22 3.15
H 4.12 -2.57 0.62
H -2.28 6.58 3.97
H 3.36 0.63 -0.69
H -0.72 -1.70 4.57
H 2.16 -0.31 5.32
H -0.96 -1.84 2.89
H -3.89 -2.46 0.67
H 1.07 -9.45 -6.55
H -4.96 -1.77 -0.49
H -2.68 -1.87 -4.09
H 3.93 -0.49 -5.90
H -2.62 -3.19 -2.87
H 0.59 0.27 5.89
H -3.60 2.98 6.68
H 2.45 -3.70 -0.70
H 2.60 -5.39 -7.00
H 0.94 -4.05 0.18
H 1.84 3.34 3.20
H -0.96 7.27 1.40
H -4.77 1.97 5.76
H 1.11 3.26 1.52
H -4.39 2.20 3.13
H -4.05 3.69 1.36
H 4.63 -1.18 1.88
H 5.15 1.06 2.25
H -0.74 4.72 1.41
H 2.67 -3.66 2.60
H -2.10 4.47 -0.70
H 1.92 -2.59 3.72
H -1.41 -5.98 -5.98
H -0.76 5.28 -1.55
H 1.31 -1.32 -2.72
H -1.50 1.62 4.19
H 2.40 -1.91 -7.47
H -0.20 -2.60 -4.15



Entry 3:
53
Properties=species:S:1:pos:R:3 method="wB97M-V/def2-TZVPD" mol_weight_g_mol=314.33 de_lowest_kcal_mol=94.9 homo_lumo_gap_ev=9.18 smiles="CN[C@H](CN)CC=O.O.O.O.O.O.O.O.O.O.O.O"
O -1.17 -2.85 -0.51
O -3.48 1.43 -1.41
O 2.86 -0.63 2.46
O -3.38 -1.25 -0.85
O 1.34 0.93 4.04
O 1.98 3.06 1.89
O -1.03 -0.91 3.39
O 0.77 -2.63 2.26
O 1.36 -2.63 -0.46
O 0.37 -2.24 -3.37
O -2.29 3.65 -0.46
O -2.12 -0.18 -3.07
N 2.17 0.31 -0.84
N -1.16 0.99 0.98
C 1.78 0.14 -2.34
C 1.18 0.99 -0.06
C -0.16 0.28 0.09
C 1.14 2.54 -0.32
C 1.53 3.41 0.83
H 2.17 -0.88 -2.58
H -2.09 -1.12 -2.69
H 1.85 2.71 -1.11
H 0.09 2.80 -0.56
H -0.73 -2.85 -1.35
H 0.70 0.33 -2.39
H -3.69 0.59 -0.92
H 0.95 -3.37 2.85
H 3.15 0.47 -0.71
H 1.57 -3.02 0.37
H -2.63 2.79 -0.73
H -1.60 -0.51 -3.89
H -0.11 -0.64 0.72
H 0.04 -2.08 2.55
H -0.62 -0.05 3.26
H -0.62 -0.05 -0.84
H 1.67 -1.73 -0.65
H 3.07 -1.29 3.15
H -0.59 -2.52 0.18
H 1.41 4.49 0.59
H 2.20 0.97 -2.98
H 1.39 1.72 3.48
H -1.00 1.96 1.02
H -3.12 4.12 -0.27
H -0.79 -1.00 4.32
H -2.03 0.76 0.51
H 1.27 -2.27 -3.06
H -2.46 -1.36 -0.62
H 2.10 0.42 3.86
H 0.08 -3.10 -3.73
H -3.80 -2.07 -0.60
H 2.12 -0.80 1.89
H -3.19 1.16 -2.31
H 1.53 1.02 0.99



Entry 4:
6
Properties=species:S:1:pos:R:3 method="wB97M-V/def2-TZVPD" mol_weight_g_mol=301.84 charge=+1 homo_lumo_gap_ev=5.00
Tl -25.26 -2.47 -12.07
Cl -18.42 -3.87 -10.12
O -23.15 -3.41 -10.26
O -21.32 -4.19 -10.52
O -21.54 -2.12 -10.76
N -22.04 -3.17 -10.41



Entry 5:
26
Properties=species:S:1:pos:R:3 method="wB97M-V/def2-TZVPD" mol_weight_g_mol=307.92 homo_lumo_gap_ev="5.42 / 5.42"
Sn 0.68 -1.70 -0.57
O -1.18 -1.78 -1.33
O -3.30 -0.99 -1.30
N -0.28 0.10 0.16
C 1.80 0.95 0.98
C -2.34 1.32 0.40
C 0.41 1.08 0.84
C 1.87 3.02 2.22
C -2.14 -0.88 -0.95
C -1.67 2.29 1.14
C 2.52 1.90 1.67
C -0.28 2.21 1.36
C 0.50 3.17 2.07
C 0.06 -4.58 -2.83
C -1.60 0.24 -0.10
H -3.41 1.34 0.17
H 0.55 -3.79 -2.23
H 0.66 -5.50 -2.78
H -0.94 -4.79 -2.44
H 3.60 1.79 1.78
H -0.02 4.04 2.48
H 2.32 0.08 0.55
H -0.01 -4.26 -3.88
H 2.45 3.77 2.76
H -2.23 3.13 1.53
H 1.96 -2.16 -1.71



Entry 6:
36
Properties=species:S:1:pos:R:3 method="wB97M-V/def2-TZVPD" mol_weight_g_mol=404.31 homo_lumo_gap_ev=8.87
S 4.43 3.76 1.49
S 1.72 4.27 1.06
F 5.37 2.55 -0.43
F 0.58 1.95 0.36
F -0.77 3.23 1.59
F -0.33 3.73 -0.64
O -2.70 -2.52 -0.91
O 2.48 -0.05 -2.27
O 1.74 5.52 0.22
O -2.55 -1.05 0.80
O 5.60 3.75 0.23
O 1.58 4.68 2.49
O 2.99 3.24 0.75
O 0.24 0.25 -2.32
O 4.86 2.65 2.39
C -2.44 -3.33 1.35
C 0.17 3.29 0.58
C 1.37 -0.50 -2.36
C -2.30 -1.14 2.21
C -0.42 -1.90 -2.95
C -2.59 -2.29 0.27
C 1.02 -1.96 -2.49
C -2.74 -2.53 2.60
C -0.91 -0.61 -2.34
H -3.82 -2.54 2.79
H -1.24 -0.98 2.40
H -3.14 -4.15 1.21
H 1.11 -2.43 -1.51
H -1.70 -0.15 -2.94
H -2.24 -2.91 3.50
H -1.02 -2.76 -2.65
H 1.66 -2.45 -3.21
H -0.45 -1.83 -4.04
H -2.87 -0.37 2.74
H -1.27 -0.74 -1.32
H -1.41 -3.70 1.34



Entry 7:
15
Properties=species:S:1:pos:R:3 method="wB97M-V/def2-TZVPD" mol_weight_g_mol=106.08 de_lowest_kcal_mol=29.4 charge=+1 homo_lumo_gap_ev=10.22
P -1.60 0.07 0.44
O -1.61 -0.44 -1.12
N 0.87 -0.85 -0.15
C 1.22 0.59 -0.34
C -0.51 1.59 0.11
C -0.09 -1.01 0.92
H -0.36 -2.02 1.23
H 0.33 -0.54 1.85
H -2.35 -0.84 -1.60
H 0.23 -1.18 -0.88
H 1.64 -1.46 0.10
H -0.70 2.22 -0.67
H 1.70 1.08 0.37
H -0.23 2.14 1.11
H 1.46 0.67 -1.38



Entry 8:
15
Properties=species:S:1:pos:R:3 method="wB97M-V/def2-TZVPD" mol_weight_g_mol=307.90 s_squared=2.009 de_lowest_kcal_mol=68.3 homo_lumo_gap_ev="6.12 / 6.33" spin_multiplicity=3
I 1.01 3.85 0.16
Cl 3.60 -0.51 0.77
Cl -0.65 -1.07 1.29
O 0.25 1.76 2.19
O -1.83 1.93 0.42
N 1.63 1.18 0.48
C -0.65 1.79 -1.69
C 1.06 -1.10 0.97
C -1.32 1.92 -0.65
C 1.91 -0.11 0.77
C 0.90 1.98 1.06
H -0.08 0.80 -1.85
H -0.45 2.37 2.31
H 1.49 -1.99 1.20
H -0.36 2.66 -2.35



Entry 9:
12
Properties=species:S:1:pos:R:3 method="wB97M-V/def2-TZVPD" mol_weight_g_mol=131.23 de_lowest_kcal_mol=109.0 homo_lumo_gap_ev=9.03 smiles="N=C=CSS.C#C"
S -1.48 -1.99 0.89
S 0.43 -2.86 1.13
N -0.96 -0.16 -2.30
C -1.06 -0.44 0.15
C 0.94 1.77 -0.19
C 1.44 0.70 -0.06
C -0.90 -0.30 -1.13
H 0.02 0.06 -2.69
H 0.07 2.52 -0.27
H 2.02 -0.16 0.04
H -1.20 0.37 0.94
H 0.82 -2.07 2.21



Entry 10:
17
Properties=species:S:1:pos:R:3 method="wB97M-V/def2-TZVPD" mol_weight_g_mol=129.16 de_lowest_kcal_mol=121.9 homo_lumo_gap_ev=7.85
N 1.45 -1.88 0.37
C -0.56 -0.26 1.14
C -0.80 1.13 0.48
C -1.34 0.43 -0.73
C 0.35 1.37 -0.47
C 2.66 -1.56 -0.09
C -0.97 -0.92 -0.16
C 2.50 -0.17 -0.60
C 0.49 -0.85 0.22
C 1.24 0.25 -0.42
H -1.27 1.95 1.01
H 3.33 0.39 -0.99
H -1.96 0.74 -1.55
H 0.46 2.27 -1.04
H -1.47 -1.85 -0.35
H -0.73 -0.54 2.16
H 1.23 -2.78 0.78



Entry 11:
54
Properties=species:S:1:pos:R:3 method="wB97M-V/def2-TZVPD" mol_weight_g_mol=393.49 homo_lumo_gap_ev=9.34 smiles="CC[C@H](C)[C@H]1NC(=O)C[C@@H]1P(O)(O)=S.c1ccccc1.c1ccccc1"
S -3.11 -0.87 4.60
P -2.88 -1.27 2.71
O -1.87 3.71 1.60
O -1.83 -2.62 2.56
O -4.37 -1.77 2.08
N -0.86 1.88 2.92
C -2.09 0.15 1.72
C 5.13 -2.69 -2.37
C 4.18 -1.96 -0.29
C -1.86 2.58 2.08
C -3.02 1.45 1.94
C -2.33 1.11 -5.22
C 3.18 -3.79 -1.49
C 4.16 -3.67 -2.48
C -2.99 0.47 -4.17
C 0.53 -0.05 0.04
C 0.69 0.16 1.62
C 5.15 -1.83 -1.28
C -2.54 2.36 -2.75
C 2.16 1.16 3.58
C 3.19 -2.93 -0.40
C -1.88 3.00 -3.80
C -1.78 2.37 -5.03
C -0.66 0.49 2.40
C 1.82 1.27 1.99
C -3.10 1.10 -2.94
H -1.45 3.98 -3.65
H 2.43 -3.03 0.37
H 4.19 -1.29 0.57
H -3.43 -0.51 -4.32
H -1.10 -2.51 3.21
H -3.56 1.57 2.94
H 1.49 1.89 4.16
H -3.66 1.80 1.07
H 1.60 -0.08 -0.39
H -2.11 -0.17 0.62
H -3.62 0.61 -2.12
H 0.09 -1.10 -0.12
H -2.25 0.61 -6.18
H 5.89 -2.59 -3.15
H 5.91 -1.06 -1.19
H -1.27 2.86 -5.85
H 1.10 -0.82 2.05
H 1.84 0.11 3.88
H 2.42 -4.56 -1.57
H 1.51 2.32 1.69
H 3.25 1.39 3.81
H -4.78 -1.07 1.52
H -0.04 0.77 -0.50
H 2.78 0.96 1.45
H -2.62 2.85 -1.78
H 4.15 -4.34 -3.33
H -1.17 1.84 3.91
H -0.63 -0.26 3.27



Entry 12:
11
Properties=species:S:1:pos:R:3 method="wB97M-V/def2-TZVPD" mol_weight_g_mol=96.09 de_lowest_kcal_mol=29.0 homo_lumo_gap_ev=9.91 smiles=Oc1cccnn1
O -2.20 0.07 0.03
N -0.28 -1.16 0.02
N 1.02 -1.26 -0.06
C -0.20 1.24 -0.06
C 1.16 1.09 -0.02
C 1.75 -0.12 0.05
C -0.86 0.04 0.01
H 2.77 -0.26 0.02
H -0.81 2.14 -0.06
H -2.51 -0.89 -0.07
H 1.83 1.94 0.16